(1)
Entry from the OMol25 dataset: a molecular structure, C4H38BO27 (the ωB97M-V functional and the def2-TZVPD basis).

## Properties
energy relative to the best compared isomer or geometry (same formula, charge and spin) = 1334.86 kJ/mol
net charge = -1
strongest force on any atom = 14.9 eV/A
DFT total energy = -60720.378 eV
orbital gap = 0.291 hartree

Last column: natural (NBO) charge in e.
CARTESIAN COORDINATES (ANGSTROEM)
H 30.787 43.297 -0.885  0.457
H 29.341 45.806 -2.461  0.516
O 30.620 43.701 -0.015  -0.939
O 27.700 52.415 -0.532  -0.947
H 32.228 47.694 -3.890  0.466
H 27.233 52.212 4.050  0.477
O 27.045 52.942 4.796  -0.991
O 29.066 47.406 -1.821  -0.638
H 31.325 44.321 -0.058  0.486
O 33.289 45.805 0.161  -0.928
H 31.905 53.609 3.783  0.452
O 29.972 50.725 0.812  -0.619
O 27.511 51.520 2.896  -0.609
H 32.707 46.630 0.273  0.499
H 28.095 44.548 1.787  0.527
C 29.244 48.110 -0.784  0.686
H 27.127 46.215 0.169  0.500
H 28.509 48.033 -5.314  0.451
H 28.744 53.008 0.310  0.438
H 29.780 50.189 -2.623  0.490
O 27.947 49.777 -2.377  -0.909
H 28.725 46.492 3.381  0.486
C 28.172 51.164 1.893  0.709
H 28.026 53.104 -1.202  0.533
B 29.081 49.587 0.795  1.171
H 32.026 49.458 -0.749  0.472
O 32.782 49.029 -0.563  -0.948
H 30.738 53.023 2.616  0.471
H 28.636 44.662 0.095  0.508
H 30.264 53.200 0.755  0.487
H 33.187 48.713 -1.411  0.478
H 26.050 50.343 3.310  0.469
H 30.938 47.141 -3.516  0.503
H 26.847 52.664 -0.255  0.492
O 30.816 50.321 -2.795  -1.018
H 25.650 46.093 -0.187  0.476
H 27.475 50.520 -1.975  0.470
H 31.991 52.040 1.127  0.446
O 31.326 47.982 -3.769  -0.955
O 29.503 53.709 0.164  -0.986
C 29.445 51.529 1.644  0.633
O 27.882 50.063 1.411  -0.584
H 24.835 48.955 -1.181  0.481
O 27.819 47.885 -4.735  -0.928
H 27.601 49.244 -1.768  0.458
H 24.494 50.596 3.456  0.471
H 31.208 51.980 -0.055  0.473
H 28.376 47.799 -3.970  0.477
H 27.941 53.023 4.947  0.443
H 28.078 45.260 4.060  0.486
H 33.321 45.518 0.911  0.431
O 30.435 46.541 0.541  -0.594
O 28.813 49.309 -0.644  -0.611
O 29.642 48.343 1.352  -0.608
H 31.054 45.891 3.485  0.482
H 30.284 44.963 -3.359  0.451
H 30.943 49.378 -2.970  0.477
O 31.139 53.836 3.236  -1.003
O 28.521 45.522 3.196  -0.949
O 27.828 44.576 0.700  -1.035
O 26.277 46.809 -0.010  -1.003
O 25.298 49.913 3.495  -0.949
O 31.855 52.481 0.373  -0.887
O 29.804 52.669 1.827  -0.504
H 25.995 48.963 0.055  0.506
O 25.115 49.327 -0.321  -0.987
C 29.833 47.568 0.458  0.690
O 29.708 45.636 -3.400  -0.966
H 30.418 47.265 3.850  0.455
O 31.258 46.770 3.807  -0.934

=====

(2)
Entry from the OMol25 dataset: 2 unconnected molecules or ions with the total composition C5H8O2 (the ωB97M-V functional and the def2-TZVPD basis).

## Properties
energy relative to the best compared isomer or geometry (same formula, charge and spin) = 423.30 kJ/mol
SMILES = C=C(O)[C@@H]1CC1=O.[H][H]
net charge = 0
strongest force on any atom = 1.0 eV/A
DFT total energy = -9405.445 eV
orbital gap = 0.337 hartree

Last column: natural (NBO) charge in e.
CARTESIAN COORDINATES (ANGSTROEM)
C 0.367 0.552 0.460  -0.413
H -1.427 -1.935 -0.216  0.493
C -0.964 1.225 0.611  0.638
H 0.109 1.699 2.307  0.249
H 1.998 -0.865 -1.042  0.019
H 1.294 1.035 0.159  0.257
H 2.288 -0.854 -0.356  -0.037
C -0.149 -0.551 -0.376  0.343
H 0.201 0.528 -2.135  0.221
H -0.214 -1.279 -2.352  0.210
O -0.684 -1.601 0.306  -0.686
C -0.285 0.806 1.825  -0.518
C -0.078 -0.429 -1.701  -0.546
O -1.903 1.679 0.028  -0.479
H -0.554 -0.010 2.485  0.249

=====

(3)
Entry from the OMol25 dataset: a molecular structure, C32H42F4N2O5STi (the ωB97M-V functional and the def2-TZVPD basis).

## Properties
net charge = +2
strongest force on any atom = 9.7 eV/A
DFT total energy = -91850.673 eV
orbital gap = 0.046 hartree

Last column: Löwdin charge in e.
CARTESIAN COORDINATES (ANGSTROEM)
H 3.659 2.850 -5.280  0.086
C -5.192 -0.005 3.067  -0.212
C 2.174 0.618 1.220  -0.194
C 3.381 2.393 -8.201  -0.112
C -4.472 2.648 7.301  -0.225
F 0.572 -3.446 -7.454  0.029
H 6.404 3.099 -8.138  0.105
H 6.801 1.358 -8.939  0.104
C -4.038 1.245 9.618  -0.213
H -5.845 0.267 0.891  0.121
H 2.293 -2.068 -5.997  0.130
O 0.326 -2.421 -5.247  -0.059
H 6.104 0.854 -6.104  0.161
H -2.840 0.133 12.222  0.105
C 4.605 -0.971 -2.423  0.067
H -5.095 -1.033 3.640  0.105
C 5.005 1.239 -6.280  -0.251
C 3.911 0.183 -5.666  -0.150
H 5.092 3.579 -6.306  0.087
H -6.305 0.372 3.178  0.120
H -3.156 1.099 3.326  0.088
H -3.642 0.130 9.466  0.126
H -1.827 1.783 12.099  0.106
H -2.949 -2.923 -1.418  0.116
C -0.217 -3.458 -6.186  -0.229
H -3.039 3.213 9.020  0.123
C 2.436 -2.226 -3.691  -0.009
F 3.300 1.388 0.571  -0.020
C -5.064 1.393 6.429  -0.219
S 0.145 -3.458 -2.101  0.955
O 4.533 -1.059 -5.099  -0.145
O -3.691 1.734 10.991  -0.264
C -2.290 -2.599 -0.493  0.001
H -2.889 1.022 5.766  0.104
C 4.816 2.721 -5.528  -0.081
C -0.660 -2.742 -0.565  -0.335
H -4.023 3.481 6.574  0.121
H 3.740 3.470 -8.551  0.108
C 3.945 -1.328 -0.928  0.045
C -2.495 1.009 11.501  -0.124
H 5.638 -0.392 -2.468  0.123
C 0.389 -2.290 0.659  -0.068
H 5.474 2.786 -4.539  0.108
H -3.979 0.532 1.102  0.117
C 1.784 -2.542 -2.221  -0.280
H -5.187 -2.472 1.760  0.130
H 4.604 -0.978 -0.014  0.113
H -5.385 3.170 7.847  0.121
N 1.885 -2.424 0.587  0.015
H -5.220 1.246 9.477  0.130
H -2.407 1.721 8.034  0.105
H 4.510 0.392 -8.408  0.131
C -3.054 -1.984 0.824  -0.088
H -5.993 1.808 5.819  0.118
H -2.576 -1.133 3.077  0.103
C -3.966 0.680 5.426  -0.205
C -3.386 2.238 8.460  -0.183
C 4.709 1.438 -7.903  -0.352
C -2.059 -1.565 2.100  0.066
H 2.637 2.432 -7.298  0.107
H 5.559 2.578 -9.740  0.065
C 3.881 -1.406 -3.827  -0.107
H -4.083 -0.486 5.554  0.104
F -1.641 -3.155 -6.589  0.035
H 2.055 -0.299 3.161  0.154
C -4.669 -1.750 0.995  -0.161
H 3.168 0.703 -4.926  0.143
H -5.455 0.567 7.162  0.104
C -4.222 1.095 3.826  -0.219
H -4.656 2.192 3.737  0.124
F -0.257 -4.819 -5.586  0.042
H 0.171 -1.380 3.002  0.095
C -4.873 -0.152 1.444  -0.199
H 2.078 -3.810 -5.308  0.160
H 2.799 1.911 -9.113  -0.055
C 2.476 -2.112 -0.760  -0.063
H 3.264 -0.207 -6.590  0.124
C 5.964 2.154 -8.701  -0.101
O 0.943 0.962 0.838  0.055
H -1.835 0.543 10.652  0.090
H -5.208 -1.845 -0.066  0.127
C -0.395 -1.714 2.021  0.037
Ti 2.650 1.806 -11.123  1.087
C 2.620 -1.815 1.746  -0.274
C 1.766 -2.695 -5.136  -0.146
O 3.406 -2.668 2.464  0.059
N 2.563 -0.400 2.257  0.139

=====

(4)
Entry from the OMol25 dataset: a single C4H7N3 molecule (the ωB97M-V functional and the def2-TZVPD basis).

## Properties
energy relative to the best compared isomer or geometry (same formula, charge and spin) = 96.75 kJ/mol
SMILES = [H]/N=C(\C#N)NCC
net charge = 0
strongest force on any atom = 2.1 eV/A
DFT total energy = -8730.677 eV
orbital gap = 0.379 hartree

Last column: natural (NBO) charge in e.
CARTESIAN COORDINATES (ANGSTROEM)
C 0.665 -1.259 -1.599  -0.607
H 1.150 -1.234 0.606  0.197
H 1.584 0.174 -0.404  0.242
H 1.632 -1.715 -1.816  0.213
H -0.086 -2.024 -1.420  0.193
N -2.899 2.045 1.279  -0.257
C -1.850 1.640 1.024  0.207
N -0.459 -0.009 0.130  -0.567
N 0.594 1.738 0.945  -0.665
H -1.304 -0.525 0.126  0.396
H 0.320 2.619 1.318  0.338
C 0.812 -0.566 -0.209  -0.227
H 0.357 -0.631 -2.461  0.219
C -0.519 1.163 0.734  0.318

=====

(5)
Entry from the OMol25 dataset: a single C4H8O2S molecule (the ωB97M-V functional and the def2-TZVPD basis).

## Properties
energy relative to the best compared isomer or geometry (same formula, charge and spin) = 403.46 kJ/mol
SMILES = C[C@@]1(COS)CO1
net charge = 0
strongest force on any atom = 4.4 eV/A
DFT total energy = -19204.217 eV
orbital gap = 0.361 hartree

Last column: natural (NBO) charge in e.
CARTESIAN COORDINATES (ANGSTROEM)
H 2.062 0.177 -1.461  0.179
H -0.527 1.808 -0.621  0.217
H 1.560 -1.496 -1.167  0.180
H -0.756 -0.709 1.703  0.198
C 1.589 -0.533 -0.857  -0.089
C 0.290 1.391 0.150  -0.622
H 1.153 1.875 -0.027  0.217
C -0.452 -0.975 0.706  -0.080
H -0.144 -1.921 0.972  0.202
O -1.513 -1.141 -0.435  -0.693
C 0.613 -0.062 0.144  0.176
S -2.740 -0.040 -0.467  0.286
O 1.925 -0.364 0.493  -0.481
H 0.047 1.797 1.053  0.214
H -3.723 -0.816 0.359  0.095

=====

(6)
Entry from the OMol25 dataset: a molecular structure, C12H32LiO16PS4 (the ωB97M-V functional and the def2-TZVPD basis).

## Properties
energy relative to the best compared isomer or geometry (same formula, charge and spin) = 98.26 kJ/mol
net charge = -2
strongest force on any atom = 11.1 eV/A
DFT total energy = -98558.372 eV
orbital gap = 0.112 hartree

Last column: natural (NBO) charge in e.
CARTESIAN COORDINATES (ANGSTROEM)
O 20.089 -26.056 -22.026  -1.223
O 24.019 -21.186 -26.325  -0.964
H 22.677 -22.294 -24.121  0.288
H 22.280 -20.957 -19.024  0.174
O 15.672 -22.624 -23.811  -0.944
H 24.631 -26.813 -25.458  0.216
H 20.540 -22.066 -28.016  0.226
H 21.533 -18.674 -28.333  0.207
Li 19.945 -22.570 -23.096  0.866
H 18.220 -23.394 -19.290  0.231
H 24.098 -22.826 -23.173  0.286
H 18.354 -24.301 -21.379  0.335
O 24.164 -23.579 -25.866  -0.741
O 20.561 -24.163 -24.140  -1.304
O 17.995 -22.537 -22.854  -0.967
C 17.341 -24.408 -20.936  -0.169
H 19.798 -21.742 -20.668  0.261
H 18.081 -24.167 -24.993  0.253
H 21.402 -21.855 -26.526  0.259
H 19.784 -20.830 -19.202  0.159
H 17.391 -25.456 -20.645  0.206
H 16.535 -25.026 -24.856  0.212
P 20.862 -24.929 -22.852  2.389
O 21.232 -20.923 -22.601  -0.937
O 22.256 -25.098 -22.133  -1.233
C 21.790 -21.145 -19.979  -0.074
C 23.717 -22.094 -23.881  -0.924
H 23.536 -24.973 -24.349  0.280
H 16.544 -23.647 -18.980  0.176
O 21.915 -19.795 -20.567  -0.747
O 16.379 -24.157 -22.002  -0.746
H 17.826 -25.404 -23.685  0.299
C 24.367 -24.736 -25.025  -0.108
O 20.297 -23.792 -21.778  -1.447
H 24.049 -25.847 -26.875  0.211
H 21.496 -19.775 -25.653  0.219
H 22.329 -17.701 -27.155  0.204
S 19.197 -21.065 -26.283  2.392
C 24.692 -25.866 -25.999  -0.618
H 19.963 -18.169 -20.896  0.230
S 16.828 -23.257 -23.247  2.398
O 19.741 -19.669 -26.899  -0.721
H 20.198 -23.194 -26.706  0.289
H 22.313 -21.869 -20.601  0.249
S 24.589 -22.128 -25.409  2.406
C 20.357 -21.597 -19.746  -0.643
H 22.802 -19.390 -27.310  0.244
S 21.358 -19.610 -22.060  2.392
C 17.378 -24.621 -24.296  -0.880
C 20.438 -22.156 -26.934  -0.907
C 17.248 -23.437 -19.790  -0.642
O 17.948 -21.295 -26.942  -0.919
H 20.371 -22.517 -19.169  0.252
H 19.339 -18.471 -22.532  0.239
C 21.952 -18.713 -27.325  -0.644
H 17.150 -22.419 -20.175  0.205
O 19.418 -21.062 -24.874  -0.928
O 22.112 -18.595 -22.734  -0.938
C 19.734 -18.940 -21.633  -0.877
H 20.547 -18.298 -25.637  0.183
H 25.227 -24.590 -24.367  0.180
O 26.005 -22.196 -25.141  -0.968
H 19.053 -19.629 -21.147  0.263
C 20.896 -19.108 -26.276  -0.096
H 23.705 -21.101 -23.434  0.240
H 25.745 -25.816 -26.290  0.187